[1]
The following is a quantum chemistry calculation of C15H12EuN3O8S2 as an isolated structure, from OMol25.

## Properties
<S²> ... 12.08
E_LUMO (alpha / beta) ... -3.80 / -4.40 eV
Spin multiplicity ... 7
HOMO energy (alpha / beta) ... -8.8 / -8.8 eV
Frontier orbital gap (alpha / beta) ... 5.0 / 4.4 eV
DFT total energy ... -2851.4810 Eh
Net charge ... 0

Last column: Mulliken charge in e.
Element x y z (Å)
Eu  -1.02  -0.48  0.60  1.1384
O  3.12  0.17  2.00  -0.7373
S  1.84  0.15  2.74  1.2644
O  2.04  -0.10  4.16  -0.6224
O  0.82  -0.59  2.03  -0.4757
C  1.33  1.89  2.68  0.1980
C  2.37  2.81  2.39  -0.6521
C  2.12  4.18  2.22  -0.5384
C  0.82  4.65  2.34  -0.5855
C  -0.21  3.76  2.63  -0.6736
C  0.03  2.37  2.81  0.2757
S  -1.43  1.42  3.31  1.2653
O  -0.97  0.35  4.18  -0.6063
O  -2.22  2.42  4.05  -0.7081
O  -2.04  1.06  2.03  -0.5289
H  3.39  2.45  2.28  0.4632
H  2.93  4.85  1.99  0.3871
H  0.60  5.70  2.21  0.3888
H  -1.22  4.13  2.74  0.4611
O  0.67  -0.46  -0.82  -0.4657
C  0.89  -1.06  -1.92  0.5491
C  2.11  -0.81  -2.60  -0.6102
C  2.48  -1.40  -3.81  -0.5362
C  1.63  -2.29  -4.41  -0.7748
C  0.41  -2.59  -3.80  -0.7792
C  0.01  -2.00  -2.56  0.8724
C  -1.33  -2.39  -2.00  0.4114
N  -1.92  -1.99  -0.88  0.0350
C  -3.13  -2.63  -0.79  -0.5488
C  -3.31  -3.45  -1.87  -0.5062
N  -2.18  -3.30  -2.62  -0.0715
H  2.80  -0.10  -2.14  0.4355
H  3.44  -1.14  -4.25  0.3952
H  1.90  -2.76  -5.35  0.3825
H  -0.22  -3.30  -4.32  0.2020
H  -3.79  -2.45  0.04  0.3978
H  -4.11  -4.11  -2.16  0.4222
H  -1.98  -3.76  -3.49  0.1672
O  -2.95  1.63  -0.69  -0.1386
N  -1.91  1.06  -0.93  0.2667
H  -1.82  -1.86  1.98  0.1804



[2]
The following is a quantum chemistry calculation of C19H26I2IrNO4PS3Te as an isolated structure, from OMol25.

## Properties
E_LUMO ... -4.26 eV
ΔE to the lowest compared entry with this formula, charge and spin ... 13.1 kcal/mol
HOMO energy ... -10.4 eV
Frontier orbital gap ... 6.1 eV
DFT total energy ... -3598.8665 Eh
Net charge ... +1

Last column: Mulliken charge in e.
Element x y z (Å)
Ir  0.64  0.23  -0.54  1.1782
I  -2.68  3.65  1.94  0.1598
C  -0.63  3.45  1.83  -0.4346
C  0.13  4.37  2.60  -0.3809
C  1.50  4.37  2.60  -0.4323
I  2.51  5.79  3.74  0.1174
C  2.20  3.41  1.83  0.9585
C  3.60  3.31  1.71  -0.6806
C  4.13  2.34  0.90  -1.0734
C  3.29  1.46  0.22  0.5512
N  1.98  1.51  0.33  0.2468
C  1.42  2.48  1.10  0.1170
C  0.01  2.50  1.06  0.2060
O  -0.60  1.59  0.30  -0.7614
H  -0.40  5.10  3.19  0.3434
H  4.23  4.00  2.25  0.2497
H  5.20  2.25  0.77  0.4716
H  3.73  0.70  -0.41  -0.0399
C  -2.05  -0.38  -3.50  -0.5054
C  -1.37  -1.69  -3.11  -0.8384
S  -0.41  -1.78  -1.56  0.3479
C  -1.46  -2.80  -0.49  -1.1129
C  -2.78  -2.20  -0.04  -0.4956
S  -2.46  -0.65  0.81  -0.0327
C  -3.62  0.48  0.02  -0.4929
C  -3.27  1.04  -1.35  -0.1977
S  -3.66  -0.06  -2.75  -0.1706
H  -2.23  -0.43  -4.57  0.4795
H  -1.39  0.47  -3.33  0.0478
H  -0.65  -1.97  -3.88  0.4809
H  -2.11  -2.49  -3.04  0.5006
H  -0.82  -3.03  0.35  0.3895
H  -1.62  -3.73  -1.05  0.5273
H  -3.29  -2.92  0.62  0.4680
H  -3.42  -2.01  -0.90  0.1536
H  -3.66  1.32  0.72  -0.0697
H  -4.60  0.01  0.03  0.5987
H  -2.22  1.31  -1.40  -0.1368
H  -3.86  1.95  -1.50  0.4934
C  3.41  -4.18  -4.36  -1.3540
C  3.27  -2.69  -4.14  -0.1850
O  2.72  -2.49  -2.80  -0.1746
P  2.90  -1.15  -2.02  0.5873
O  2.19  -1.23  -0.68  -0.6531
Te  1.64  0.76  -2.84  -0.2480
O  4.45  -0.88  -1.93  -0.2491
C  5.31  -1.67  -1.03  -0.1095
C  6.34  -2.40  -1.85  -1.1628
H  3.95  -4.35  -5.29  0.3922
H  2.44  -4.66  -4.42  0.3523
H  3.98  -4.63  -3.55  0.3147
H  2.56  -2.24  -4.84  0.3434
H  4.22  -2.17  -4.21  0.3665
H  4.68  -2.34  -0.44  0.2984
H  5.76  -0.94  -0.36  0.3444
H  5.88  -3.16  -2.48  0.1786
H  7.04  -2.90  -1.18  0.4145
H  6.90  -1.71  -2.47  0.3131



[3]
The following is a quantum chemistry calculation of C25H18F15GeN4PtS2 as an isolated structure, from OMol25.

## Properties
<S²> ... 0.76
E_LUMO (alpha / beta) ... -7.37 / -7.39 eV
ΔE to the lowest compared entry with this formula, charge and spin ... 33.6 kcal/mol
Spin multiplicity ... 2
HOMO energy (alpha / beta) ... -13.9 / -13.9 eV
Frontier orbital gap (alpha / beta) ... 6.5 / 6.5 eV
DFT total energy ... -5672.4344 Eh
Net charge ... +2

Last column: Mulliken charge in e.
Element x y z (Å)
Pt  1.40  1.57  -1.99  2.2601
N  1.39  3.34  -3.33  -0.6877
C  0.13  4.09  -3.15  -0.9344
C  -0.16  4.16  -1.67  -0.6196
N  -0.30  2.79  -1.13  0.2288
C  -0.09  2.76  0.34  -0.2787
C  1.30  3.24  0.74  -1.1660
N  2.35  2.57  -0.06  -0.4634
C  -1.63  2.22  -1.49  -1.2002
C  -1.53  0.83  -2.07  0.6481
N  -0.49  0.76  -3.11  -0.6839
H  2.18  3.93  -3.07  0.3132
H  1.53  3.09  -4.31  0.3361
H  -0.66  3.56  -3.69  0.3134
H  0.19  5.10  -3.58  0.5654
H  -1.04  4.76  -1.46  0.3621
H  0.69  4.64  -1.19  0.3724
H  -0.22  1.72  0.64  -0.0845
H  -0.84  3.36  0.86  0.4702
H  1.42  3.04  1.81  0.4770
H  1.40  4.32  0.62  0.4899
H  2.69  1.74  0.42  0.2658
H  3.14  3.19  -0.22  0.2721
H  -2.11  2.88  -2.21  0.4979
H  -2.28  2.20  -0.61  0.4368
H  -2.51  0.52  -2.46  0.6397
H  -1.25  0.12  -1.30  -1.0801
H  -0.75  1.29  -3.94  0.2465
H  -0.34  -0.20  -3.39  0.2590
F  0.52  -2.69  -2.26  -0.2133
C  0.40  -3.63  -1.31  -0.4894
C  0.13  -3.29  0.01  0.0675
C  -0.08  -4.34  0.89  0.8507
F  -0.37  -4.04  2.17  -0.3495
C  0.01  -5.66  0.53  0.1807
F  -0.19  -6.63  1.41  -0.2640
C  0.32  -5.97  -0.79  0.6409
F  0.43  -7.23  -1.17  -0.2668
C  0.51  -4.95  -1.71  -0.0766
F  0.77  -5.24  -2.98  -0.2848
Ge  -0.02  -1.53  0.82  -0.0694
S  1.53  -0.35  -0.67  -0.8501
C  1.17  -1.25  2.32  0.2635
C  2.18  -2.13  2.68  0.1911
F  2.36  -3.27  2.01  -0.2960
C  3.03  -1.87  3.74  0.1438
F  3.97  -2.73  4.08  -0.2663
C  2.91  -0.67  4.44  0.6405
F  3.73  -0.40  5.43  -0.2694
C  1.93  0.25  4.07  0.1467
F  1.83  1.41  4.71  -0.2982
C  1.10  -0.06  3.02  0.0439
F  0.19  0.87  2.64  -0.4162
C  -1.91  -1.36  1.23  1.0526
C  -2.42  -1.07  2.49  0.3124
F  -1.61  -0.94  3.53  -0.2858
C  -3.78  -0.95  2.71  0.2795
F  -4.25  -0.68  3.92  -0.2672
C  -4.67  -1.10  1.65  0.6586
F  -5.96  -0.98  1.85  -0.2578
C  -4.19  -1.37  0.37  0.1770
F  -5.03  -1.50  -0.64  -0.2839
C  -2.83  -1.49  0.19  -0.2817
F  -2.38  -1.75  -1.05  -0.4574
S  4.14  0.12  -3.44  -0.0925
C  2.96  0.84  -2.86  0.4310



[4]
The following is a quantum chemistry calculation of a 2-piece molecular cluster, C2H7N3O overall, from OMol25.

## Properties
E_LUMO ... 0.44 eV
ΔE to the lowest compared entry with this formula, charge and spin ... 98.9 kcal/mol
HOMO energy ... -9.2 eV
SMILES ... NN=C=O.CN
Frontier orbital gap ... 9.6 eV
DFT total energy ... -319.7922 Eh
Net charge ... 0

Last column: Mulliken charge in e.
Element x y z (Å)
C  -0.46  1.37  -0.36  -0.8494
N  -0.40  -1.31  0.92  -0.2759
C  0.37  -0.58  1.56  0.6646
N  -0.17  -2.19  -0.15  -0.4759
N  0.84  1.04  -0.90  -0.4876
O  1.28  -0.45  2.29  -0.4063
H  -1.03  0.46  0.16  0.2721
H  -0.52  -3.07  0.23  0.2670
H  -0.77  -1.80  -0.89  0.2368
H  1.53  1.20  -0.17  0.2032
H  1.14  1.67  -1.63  0.2374
H  -0.61  2.35  0.11  0.2773
H  -1.19  1.31  -1.18  0.3368



[5]
The following is a quantum chemistry calculation of a 2-piece molecular cluster, C6H14Si overall, from OMol25.

## Properties
E_LUMO ... -0.33 eV
ΔE to the lowest compared entry with this formula, charge and spin ... 83.7 kcal/mol
HOMO energy ... -7.9 eV
Frontier orbital gap ... 7.6 eV
DFT total energy ... -526.3584 Eh
Net charge ... 0

Last column: Mulliken charge in e.
Element x y z (Å)
C  1.16  0.69  1.64  -0.9760
C  -0.05  0.19  1.57  -0.0769
C  -1.91  -0.08  3.13  -1.0678
C  0.64  0.48  -1.89  -0.6013
C  1.12  -1.66  -4.06  -1.1521
C  -1.27  0.88  2.13  -0.3097
Si  1.26  -1.31  -2.09  0.1220
H  1.96  0.04  1.35  0.3174
H  1.45  1.63  2.00  0.3108
H  -0.18  -0.74  1.09  0.4034
H  -2.25  -0.95  2.46  0.2628
H  -2.69  0.37  3.64  0.3745
H  -1.24  -0.41  3.95  0.2840
H  -0.47  0.43  -1.96  0.2458
H  0.85  0.62  -0.80  0.0098
H  1.11  1.45  -2.40  0.3372
H  0.15  -1.64  -4.55  0.3697
H  1.58  -0.75  -4.40  0.2893
H  1.66  -2.37  -4.72  0.3651
H  -0.98  1.95  2.63  0.2555
H  -1.91  1.18  1.27  0.2364



[6]
The following is a quantum chemistry calculation of a 2-piece molecular cluster, C5H13N2 overall, from OMol25.

## Properties
E_LUMO ... -4.61 eV
ΔE to the lowest compared entry with this formula, charge and spin ... 61.2 kcal/mol
HOMO energy ... -13.7 eV
Frontier orbital gap ... 9.1 eV
DFT total energy ... -307.5240 Eh
Net charge ... +1

Last column: Mulliken charge in e.
Element x y z (Å)
C  -0.42  -2.19  -0.64  -0.6084
C  1.47  -0.78  -1.22  -0.3404
N  0.97  -1.78  -0.61  0.0603
H  -0.83  -2.15  0.37  0.3048
H  -0.49  -3.21  -1.02  0.3230
H  -0.98  -1.52  -1.28  0.1953
H  0.86  -0.18  -1.88  0.3210
H  2.52  -0.58  -1.06  0.3745
H  1.61  -2.32  -0.03  0.3041
C  0.66  1.02  1.66  -0.8840
C  -0.09  1.86  0.65  -0.5549
C  -1.94  1.11  -0.51  -0.3567
N  -0.70  1.03  -0.39  -0.0795
H  0.99  1.62  2.51  0.3652
H  0.02  0.23  2.07  0.2511
H  1.54  0.55  1.23  0.1789
H  0.63  2.52  0.15  0.2592
H  -0.83  2.50  1.14  0.4055
H  -2.55  1.76  0.12  0.2176
H  -2.45  0.52  -1.28  0.2634